(1)
{
  "formula": "C13H9Cl21CrO4",
  "method": "ωB97M-V/def2-TZVPD",
  "species": ["Cr", "C", "C", "C", "O", "C", "C", "C", "O", "O", "O", "H", "H", "C", "Cl", "Cl", "Cl", "H", "C", "Cl", "Cl", "Cl", "H", "C", "Cl", "Cl", "Cl", "H", "C", "Cl", "Cl", "Cl", "H", "C", "Cl", "Cl", "Cl", "H", "C", "Cl", "Cl", "Cl", "H", "C", "Cl", "Cl", "Cl", "H"],
  "xyz": [[-4.0806, -6.7400, 1.3624], [-7.2657, -8.1391, -0.9003], [-7.8009, -7.5283, -2.0292], [-7.1504, -6.3608, -2.7416], [-7.6178, -5.8640, -3.8125], [-5.9638, -5.8503, -2.3074], [-5.4253, -6.3102, -1.0879], [-6.0187, -7.6140, -0.3809], [-5.5440, -7.9306, 0.7509], [-4.5402, -5.7820, -0.3881], [-9.0058, -7.9107, -2.2801], [-7.7671, -8.8593, -0.2708], [-5.4634, -5.0230, -2.7885], [-12.6018, -7.1762, -1.4522], [-12.5931, -8.4862, -0.2652], [-13.4706, -5.6864, -0.8633], [-13.3494, -7.5450, -3.0618], [-11.5786, -6.8142, -1.5527], [-7.3485, -2.2903, -5.1150], [-7.7645, -1.0003, -4.0260], [-5.5965, -2.4244, -5.0869], [-7.9248, -1.7613, -6.7059], [-7.7565, -3.2185, -4.7150], [-8.9848, -4.3315, -0.3625], [-7.9539, -4.7693, 1.0347], [-8.2817, -3.0775, -1.2916], [-10.7004, -3.8044, 0.0510], [-8.9518, -5.2072, -1.0106], [-4.2025, -6.2917, -5.4739], [-4.0393, -7.9952, -5.9102], [-4.0267, -5.3091, -6.9125], [-2.9875, -5.8690, -4.2007], [-5.2088, -6.0391, -5.1396], [-9.7464, -8.7483, 1.8462], [-10.2418, -10.4927, 2.0654], [-8.3268, -8.3345, 2.8203], [-10.9680, -7.5823, 2.2365], [-9.5264, -8.7407, 0.7786], [-9.3669, -11.3695, -2.1981], [-8.7857, -12.6499, -3.2513], [-8.2846, -11.3283, -0.7826], [-11.0114, -11.7405, -1.5832], [-9.4494, -10.4058, -2.7006], [-7.6147, -8.9690, -5.5853], [-6.9491, -8.8707, -7.2792], [-6.7322, -10.0115, -4.4371], [-9.3368, -9.5732, -5.6694], [-7.6158, -7.9564, -5.1819]],
  "lowdin_charge": [1.25, 0.00, -0.33, -0.38, 0.01, -0.02, -0.33, -0.29, -0.16, -0.12, 0.00, 0.04, 0.10, -1.44, 0.52, 0.44, 0.50, -0.01, -1.55, 0.50, 0.51, 0.52, 0.01, -1.48, 0.54, 0.58, 0.49, -0.01, -1.51, 0.51, 0.54, 0.50, -0.01, -1.53, 0.48, 0.52, 0.53, -0.02, -1.50, 0.52, 0.53, 0.49, -0.02, -1.41, 0.48, 0.52, 0.49, -0.01],
  "charge": 0,
  "multiplicity": 5,
  "orbital_gap_ev": [5.2, 5.2],
  "e_tot_ev": -313204.979,
  "max_force_ha_per_bohr": 0.1185
}

(2)
{
  "formula": "C13H9Cl2FN4O2S",
  "method": "ωB97M-V/def2-TZVPD",
  "species": ["C", "O", "C", "C", "C", "Cl", "N", "C", "N", "C", "S", "N", "C", "O", "C", "C", "C", "C", "Cl", "C", "C", "F", "N", "H", "H", "H", "H", "H", "H", "H", "H", "H"],
  "xyz": [[4.8295, -1.5824, 2.3399], [4.1217, -2.8393, 2.5026], [2.7784, -2.6804, 2.4557], [2.0816, -3.5429, 3.2558], [0.6664, -3.4224, 3.2092], [-0.2619, -4.5147, 4.3116], [-0.0399, -2.5912, 2.4265], [0.6870, -1.7865, 1.7080], [0.1242, -0.9737, 0.7547], [-0.8422, -0.0695, 0.9673], [-1.4053, 0.2560, 2.4691], [-1.3910, 0.7522, 0.0087], [-1.0153, 0.7719, -1.3689], [-0.0724, 0.1710, -1.8111], [-1.7001, 1.6728, -2.3496], [-1.0412, 2.8407, -2.9417], [-1.7849, 3.6375, -3.7792], [-3.1616, 3.5622, -3.8867], [-3.7789, 4.8725, -4.7831], [-3.8747, 2.5056, -3.2456], [-3.1559, 1.5913, -2.5135], [-3.8272, 0.5479, -1.9039], [2.0473, -1.8805, 1.6299], [5.0657, -1.1853, 3.3554], [5.7391, -1.8660, 1.8463], [4.3461, -0.7695, 1.7073], [2.6639, -4.0604, 3.9849], [0.8164, -0.8045, -0.0032], [-2.1501, 1.4187, 0.2098], [0.0087, 3.0069, -2.9585], [-1.5145, 4.5978, -4.2104], [-4.9589, 2.3642, -3.3873]],
  "lowdin_charge": [-0.05, -0.05, -0.35, -0.02, -0.59, 0.61, 0.12, -0.42, 0.09, -0.83, 0.69, 0.08, -0.39, 0.11, -0.03, 0.02, -0.16, -0.67, 0.73, 0.00, -0.18, 0.05, 0.20, 0.10, 0.07, 0.10, 0.11, 0.16, 0.14, 0.11, 0.09, 0.13],
  "relative_energy_kcal_mol": 39.0,
  "smiles": "COc1cc(Cl)nc(NC(=S)NC(=O)c2ccc(Cl)cc2F)n1",
  "charge": 0,
  "orbital_gap_ev": 8.2,
  "e_tot_ev": -62278.819,
  "max_force_ha_per_bohr": 0.0792
}

(3)
{
  "formula": "C14H10Cl5CsN3O7P2SSe",
  "method": "ωB97M-V/def2-TZVPD",
  "species": ["Cs", "C", "C", "O", "P", "O", "O", "O", "P", "O", "O", "O", "H", "H", "H", "H", "H", "H", "H", "Se", "N", "C", "C", "C", "C", "N", "C", "N", "H", "H", "H", "S", "C", "Cl", "C", "C", "C", "Cl", "C", "Cl", "C", "Cl", "C", "Cl"],
  "xyz": [[-0.1651, -0.8547, 0.2907], [-3.4219, 2.7186, 0.1025], [-2.6353, 1.4233, 0.0085], [-1.2193, 1.6766, 0.1285], [-3.0806, 0.2563, 1.3481], [-4.6782, 0.2588, 1.4100], [-2.6841, 1.0257, 2.6814], [-2.4915, -1.0890, 1.2401], [-2.8700, 0.5424, -1.6217], [-4.3316, -0.1878, -1.3143], [-3.0949, 1.5093, -2.7234], [-1.7769, -0.4761, -1.6586], [-3.1612, 3.2503, 1.0189], [-4.4919, 2.5151, 0.1033], [-3.1855, 3.3329, -0.7655], [-0.8280, 1.3063, -0.6763], [-4.9917, -0.0840, 0.5573], [-2.2408, 0.4140, 3.2970], [-4.8444, -0.1023, -2.1240], [5.1703, 2.1294, -3.9172], [4.2216, 1.0012, -4.9319], [3.0896, 0.3909, -4.4987], [2.0931, 0.1705, -5.4787], [0.8924, -0.4270, -5.1838], [0.6644, -0.8592, -3.8815], [1.5839, -0.7334, -2.9384], [2.7435, -0.1394, -3.2181], [3.6460, -0.1965, -2.1576], [2.3208, 0.5285, -6.4752], [0.1297, -0.5566, -5.9419], [-0.2796, -1.2955, -3.5800], [6.0832, 0.0523, -0.8681], [4.7159, -0.0389, -1.6793], [3.2743, -1.4830, 1.9717], [2.3037, -1.5291, 3.4484], [0.9291, -1.4294, 3.3279], [0.2683, -1.4682, 4.5343], [-1.5188, -1.3714, 4.5378], [0.8724, -1.5887, 5.7843], [-0.0443, -1.6168, 7.2651], [2.2587, -1.6879, 5.8411], [3.0668, -1.8417, 7.3662], [2.9885, -1.6596, 4.6538], [4.7195, -1.7861, 4.7175]],
  "lowdin_charge": [1.37, -0.07, -0.60, -0.22, 0.40, -0.12, -0.12, -0.54, 0.30, -0.19, -0.31, -0.57, 0.08, 0.08, 0.08, 0.00, 0.06, -0.01, 0.07, 0.37, -0.51, -0.41, -0.05, -0.09, -0.18, 0.09, -0.28, 0.12, 0.10, 0.09, 0.08, 0.57, -0.85, 0.58, -0.72, -0.22, -0.68, 0.63, -0.72, 0.60, -0.72, 0.61, -0.72, 0.62],
  "relative_energy_kcal_mol": 31.0,
  "charge": -2,
  "multiplicity": 2,
  "orbital_gap_ev": [5.1, 5.3],
  "e_tot_ev": -191408.757,
  "max_force_ha_per_bohr": 0.0829
}

(4)
{
  "formula": "C14H10N2OS",
  "method": "ωB97M-V/def2-TZVPD",
  "species": ["N", "C", "C", "C", "O", "C", "C", "C", "C", "C", "C", "C", "N", "S", "C", "C", "C", "C", "H", "H", "H", "H", "H", "H", "H", "H", "H", "H"],
  "xyz": [[0.2674, 1.4499, 3.0596], [0.3280, 0.2088, 2.5115], [0.4599, 0.1363, 1.1147], [0.3934, 1.2892, 0.2112], [1.0441, 2.3134, 0.4702], [0.0005, 1.0802, -1.2651], [0.1013, 2.1208, -2.2523], [-0.0600, 1.8671, -3.5629], [-0.4013, 0.6793, -4.0563], [-0.4928, -0.3739, -3.1607], [-0.2547, -0.1672, -1.7573], [-0.3053, -1.1952, -0.7721], [-1.2841, -2.0724, -0.9725], [-1.2191, -3.2941, 0.1539], [-0.1713, -2.2596, 1.1327], [-0.4397, -2.1486, 2.5565], [0.2244, -1.0160, 3.3065], [0.5044, -1.2219, 0.4596], [0.5569, 2.1994, 2.5268], [0.3851, 1.4991, 4.0504], [0.3332, 3.1941, -1.9930], [0.1055, 2.7409, -4.1359], [-0.5282, 0.5627, -5.0685], [-0.6138, -1.3780, -3.4031], [-1.3036, -2.7334, 3.0203], [-0.4481, -0.7064, 4.0763], [1.2348, -1.3576, 3.5094], [1.5833, -1.4169, 0.2400]],
  "lowdin_charge": [0.17, -0.24, -0.05, -0.25, 0.05, -0.05, -0.01, -0.13, -0.06, 0.03, -0.13, -0.30, -0.22, 0.94, -0.47, -0.04, -0.13, -0.25, 0.06, 0.11, 0.14, 0.10, 0.09, 0.09, 0.12, 0.12, 0.14, 0.19],
  "relative_energy_kcal_mol": 87.9,
  "smiles": "NC1=C2C(=O)c3ccccc3C3=NSC(=CC1)[C@@H]32",
  "charge": 0,
  "orbital_gap_ev": 7.8,
  "e_tot_ev": -30540.384,
  "max_force_ha_per_bohr": 0.1814
}

(5)
{
  "formula": "C14H11BF4IIrN5",
  "method": "ωB97M-V/def2-TZVPD",
  "species": ["Ir", "N", "C", "N", "C", "N", "N", "C", "C", "C", "C", "C", "C", "N", "C", "C", "C", "C", "C", "C", "H", "H", "H", "H", "H", "H", "H", "H", "H", "H", "H", "I", "F", "B", "F", "F", "F"],
  "xyz": [[1.6185, -0.4488, -0.7359], [-1.0156, 2.6124, -2.4517], [0.0621, 1.8730, -2.1805], [0.0289, 0.8303, -1.3969], [-1.1729, 0.4741, -0.7854], [-1.1284, -0.5034, 0.0910], [0.0057, -1.0558, 0.2864], [0.2657, -1.8529, 1.3427], [1.5541, -2.3850, 1.4198], [1.9506, -3.3168, 2.4080], [3.2483, -3.7624, 2.4318], [4.1429, -3.3010, 1.4623], [3.7045, -2.3803, 0.5230], [2.4607, -1.9250, 0.4955], [-2.3860, 1.1593, -1.1218], [-3.6415, 0.8016, -0.6256], [-4.7596, 1.5217, -1.0024], [-4.6511, 2.5930, -1.8887], [-3.4132, 2.9720, -2.3812], [-2.2792, 2.2711, -1.9924], [-0.9265, 3.4442, -3.0248], [0.9923, 2.1503, -2.6586], [-0.4678, -1.9488, 2.1290], [1.2208, -3.6342, 3.1363], [3.5841, -4.4531, 3.1904], [5.1676, -3.6345, 1.4353], [4.3954, -1.9976, -0.2143], [-3.7181, -0.0339, 0.0513], [-5.7233, 1.2578, -0.5955], [-5.5352, 3.1360, -2.1860], [-3.3253, 3.8076, -3.0585], [3.2757, -0.2355, -2.6855], [1.6953, 2.2736, 2.9017], [1.2619, 1.2282, 2.1993], [1.3097, 0.0299, 2.8582], [0.0323, 1.4119, 1.6137], [2.1667, 1.0208, 1.0101]],
  "lowdin_charge": [1.03, 0.15, -0.10, -0.03, -0.23, 0.08, -0.18, 0.01, -0.24, 0.04, -0.01, 0.00, -0.10, -0.06, -0.07, 0.02, -0.04, -0.03, 0.01, -0.15, 0.18, 0.12, 0.16, 0.13, 0.13, 0.12, 0.09, 0.12, 0.12, 0.12, 0.12, 0.27, 0.23, -1.28, 0.16, 0.15, -0.04],
  "relative_energy_kcal_mol": 50.1,
  "charge": 1,
  "orbital_gap_ev": [5.7, 5.7],
  "e_tot_ev": -44632.563,
  "max_force_ha_per_bohr": 0.0985
}

(6)
{
  "formula": "C14H11BrO2S2Tc",
  "method": "ωB97M-V/def2-TZVPD",
  "species": ["Tc", "S", "C", "C", "C", "C", "C", "C", "S", "H", "H", "H", "H", "C", "H", "H", "H", "Br", "C", "C", "C", "C", "C", "C", "C", "O", "O", "H", "H", "H", "H"],
  "xyz": [[-0.3186, -0.3275, 0.4481], [1.9919, -0.5506, 0.4613], [2.4518, -0.4984, 2.1540], [3.7936, -0.4500, 2.5101], [4.1545, -0.4005, 3.8439], [3.1798, -0.3976, 4.8333], [1.8433, -0.4511, 4.4875], [1.4719, -0.5043, 3.1498], [-0.2334, -0.5903, 2.7299], [4.5358, -0.4399, 1.7292], [5.1980, -0.3563, 4.1137], [3.4615, -0.3469, 5.8734], [1.0686, -0.4401, 5.2356], [-0.3254, 1.8124, 0.3612], [0.2088, 2.1388, -0.5320], [0.1501, 2.2732, 1.2249], [-1.3497, 2.1780, 0.3039], [1.1004, -0.0876, -4.1593], [-0.7698, -0.1326, -3.8166], [-1.6692, -0.0254, -4.8646], [-3.0283, -0.0379, -4.5938], [-3.4828, -0.1513, -3.2923], [-2.5719, -0.2646, -2.2453], [-1.2126, -0.2632, -2.5162], [-3.1086, -0.3902, -0.8262], [-4.3050, -0.3985, -0.6281], [-2.2056, -0.4941, 0.0815], [-1.3047, 0.0686, -5.8746], [-3.7328, 0.0480, -5.4069], [-4.5370, -0.1544, -3.0618], [-0.4560, -0.3667, -1.7231]],
  "lowdin_charge": [0.87, 0.64, -0.67, -0.12, -0.08, -0.08, -0.12, -0.67, 0.67, 0.10, 0.10, 0.10, 0.10, -0.20, 0.01, 0.00, 0.01, 0.75, -0.67, -0.12, -0.06, -0.01, -0.12, -0.10, -0.57, 0.11, -0.25, 0.10, 0.11, 0.12, 0.04],
  "charge": 0,
  "multiplicity": 2,
  "orbital_gap_ev": [6.1, 7.0],
  "e_tot_ev": -112702.288,
  "max_force_ha_per_bohr": 0.0509
}

(7)
{
  "formula": "C14H11Cl3N4O2RhS2",
  "method": "ωB97M-V/def2-TZVPD",
  "species": ["Rh", "Cl", "C", "C", "C", "Cl", "C", "O", "C", "Cl", "C", "H", "H", "N", "C", "N", "C", "C", "S", "C", "C", "S", "C", "N", "N", "H", "H", "H", "H", "H", "H", "C", "C", "O", "H", "H", "H"],
  "xyz": [[0.3904, -0.2570, 0.2949], [-0.6084, 6.9024, 1.0681], [-0.8006, 5.2353, 0.6832], [0.0729, 4.3021, 1.2183], [-0.1045, 2.9718, 0.9047], [0.9095, 1.7554, 1.6139], [-1.1277, 2.4903, 0.0557], [-1.2560, 1.2364, -0.2420], [-2.0017, 3.4890, -0.4397], [-3.3024, 2.9695, -1.4463], [-1.8386, 4.8264, -0.1435], [0.8721, 4.6176, 1.8750], [-2.5264, 5.5514, -0.5564], [-3.1603, -0.4712, -0.0577], [-2.5616, -1.6355, 0.0489], [-1.2716, -1.7512, 0.2610], [-0.8651, -3.0444, 0.2726], [-1.8840, -3.9678, 0.0787], [-3.3890, -3.1867, -0.1184], [0.5231, -3.3018, 0.5521], [1.1829, -4.5040, 0.4944], [2.8155, -4.3177, 0.9683], [2.5155, -2.6041, 1.2291], [1.2910, -2.2362, 0.9674], [3.4669, -1.7888, 1.6754], [-2.5342, 0.3576, -0.2101], [-4.1401, -0.4154, -0.2897], [-1.8130, -5.0441, 0.0473], [0.8103, -5.4611, 0.1641], [4.4116, -2.1217, 1.7644], [3.3178, -0.7920, 1.5970], [2.0215, 0.0084, -2.8355], [1.7564, 0.0663, -1.3665], [2.6369, 0.1393, -0.5305], [3.0928, 0.0199, -3.0433], [1.5310, 0.8575, -3.3131], [1.5672, -0.8959, -3.2416]],
  "lowdin_charge": [0.78, 0.69, -0.69, -0.13, -0.54, 0.76, -0.47, -0.27, -0.59, 0.71, -0.12, 0.11, 0.11, 0.21, -0.60, 0.01, -0.27, -0.26, 1.17, -0.31, -0.30, 1.14, -0.64, 0.00, 0.16, 0.05, 0.13, 0.10, 0.09, 0.12, 0.11, -0.06, -0.37, -0.07, 0.08, 0.09, 0.08],
  "relative_energy_kcal_mol": 0.0,
  "charge": 1,
  "multiplicity": 5,
  "orbital_gap_ev": [5.6, 3.0],
  "e_tot_ev": -86989.519,
  "max_force_ha_per_bohr": 0.0253
}